(1)
18
Properties=species:S:1:pos:R:3:forces:R:3:lowdin_charge:R:1 method="wB97M-V/def2-TZVPD" spin_multiplicity=1 max_force_ha_per_bohr=0.0908 total_charge=0 orbital_gap_ev=9.937 e_homo_ev=-9.409 relative_energy_kcal_mol=20.49
O -1.506 -1.161 -0.994 0.09 0.22 0.05 0.02
C -0.306 -0.960 -0.900 -1.09 -0.94 -0.51 -0.30
C 0.522 -0.691 -2.038 -1.94 -0.12 0.18 -0.05
C 0.045 -0.378 -3.235 2.58 -0.24 2.05 -0.16
O 0.916 -0.025 -4.135 0.45 0.79 -3.19 0.07
H 0.152 -1.061 0.065 0.65 0.02 0.76 0.10
H 1.528 -0.518 -2.071 2.77 -0.07 1.29 0.08
H -0.938 -0.279 -3.450 -2.91 0.17 -1.13 0.11
H 1.854 -0.148 -3.923 -0.57 -0.10 0.40 0.13
C -0.295 0.503 2.596 -1.74 4.29 -0.66 -0.05
C -0.793 1.110 1.210 1.18 -0.53 2.41 -0.05
C 0.098 1.755 0.485 -0.49 -0.48 0.58 -0.45
F -0.191 2.330 -0.647 0.22 0.62 -0.99 0.14
F 1.398 1.874 0.768 -0.50 0.01 -0.13 0.12
H 0.553 -0.050 2.514 2.94 -1.20 -0.59 0.02
H -0.984 -0.208 2.908 -1.69 -0.87 0.95 0.04
H -0.117 1.349 3.385 -0.52 -1.68 -1.40 0.12
H -1.841 1.024 0.919 0.56 0.13 -0.06 0.12

=====

(2)
20
Properties=species:S:1:pos:R:3:forces:R:3:lowdin_charge:R:1 method="wB97M-V/def2-TZVPD" spin_multiplicity=1 max_force_ha_per_bohr=0.0644 total_charge=0 orbital_gap_ev=8.392 e_homo_ev=-7.851 relative_energy_kcal_mol=67.73
C -0.301 1.380 -2.279 -1.52 0.46 1.65 -0.11
C -1.414 0.655 -0.461 -1.38 -2.19 1.75 -0.12
C -0.612 -0.383 -0.943 -0.86 1.74 -0.98 -0.40
C -0.565 -1.812 -0.621 -2.91 0.43 -1.24 -0.05
C 0.023 -0.208 2.029 0.80 -1.00 0.98 -0.14
C 1.285 0.519 1.554 -1.06 -0.32 2.54 -0.63
N -1.213 1.664 -1.288 0.69 2.74 -1.73 0.00
N -0.008 0.107 -2.067 2.85 -0.46 -1.38 0.08
N 0.031 -0.980 3.049 1.23 0.28 -0.92 0.13
F 2.113 0.758 2.613 0.00 0.05 -0.48 0.10
F 1.950 -0.275 0.734 0.67 0.29 -1.21 0.16
F 0.957 1.706 1.051 0.59 -0.03 -0.75 0.15
H 0.232 2.139 -2.786 0.36 0.12 -0.92 0.12
H -0.698 -2.385 -1.581 -0.01 0.11 1.27 0.11
H 0.266 -2.074 -0.097 2.70 -1.03 1.15 0.03
H -1.392 -1.904 0.100 0.00 -0.72 -0.59 0.10
H -0.794 -0.105 1.325 -0.58 0.38 0.66 0.04
H 0.796 -0.341 -2.555 -1.17 0.44 0.47 0.19
H -1.682 2.606 -1.178 0.98 -1.73 -0.27 0.17
H 1.027 -1.066 3.402 -1.38 0.45 0.00 0.08

=====

(3)
16
Properties=species:S:1:pos:R:3:forces:R:3:lowdin_charge:R:1 method="wB97M-V/def2-TZVPD" spin_multiplicity=1 max_force_ha_per_bohr=0.0798 total_charge=0 orbital_gap_ev=8.985 e_homo_ev=-8.939 relative_energy_kcal_mol=79.81
C 1.025 1.172 0.800 0.51 -0.13 -1.43 -0.08
C 1.007 0.500 -0.600 1.69 -0.06 -0.79 -0.17
C 0.939 -0.802 -1.016 0.74 2.31 -0.68 -0.11
C 0.429 -1.807 -0.149 -1.64 -0.02 0.13 -0.16
N -0.664 -1.698 0.544 1.47 -2.32 -0.22 0.06
C -1.635 -0.760 0.452 -0.82 -0.09 1.50 -0.17
C -1.524 0.490 0.071 -1.65 2.34 -2.94 -0.14
F -2.739 1.146 -0.027 0.49 0.15 0.30 -0.04
H 2.018 1.161 1.245 0.06 -0.75 0.13 0.09
H 0.233 0.959 1.482 -0.20 -0.94 0.53 0.06
H 0.905 2.222 0.658 -0.26 0.96 -0.54 0.07
H 1.262 1.222 -1.414 0.04 -0.54 0.73 0.11
H 1.284 -1.039 -2.072 -0.59 0.19 1.46 0.13
H 0.896 -2.773 -0.247 0.13 -0.46 0.69 0.10
H -2.652 -0.994 0.899 1.37 -0.05 -0.57 0.14
H -0.783 1.000 -0.627 -1.34 -0.59 1.71 0.11